No. 1
4 unconnected molecules or ions with the total composition C18H47BN4O5P at a distorted geometry, computed with ωB97M-V/def2-TZVPD.

Positions of all 76 atoms, in Å:
C  3.913  0.775  4.884
C  3.457  -0.173  4.252
C  2.431  -1.284  3.796
C  0.961  -0.671  3.559
C  0.479  0.228  4.764
N  -0.852  0.923  4.548
P  -0.704  2.037  3.145
O  -1.166  1.426  1.851
B  -2.069  -0.004  4.490
C  -3.468  0.334  3.767
O  -1.990  -1.253  5.166
H  4.272  1.686  5.437
H  2.783  -1.599  2.758
H  2.419  -2.172  4.488
H  0.234  -1.541  3.429
H  1.005  -0.151  2.558
H  1.226  1.040  5.058
H  0.420  -0.451  5.675
H  -0.996  1.537  5.380
H  -1.302  3.290  3.471
H  0.714  2.259  3.005
H  -3.760  -0.568  3.131
H  -4.267  0.408  4.573
H  -3.473  1.295  3.180
H  -2.273  -1.966  4.549
C  4.860  -2.078  -2.303
C  4.416  -0.957  -1.368
C  5.162  -0.951  -0.019
O  4.724  -1.947  0.900
C  5.286  -3.233  0.687
N  2.962  -1.041  -1.182
H  4.459  -3.051  -2.015
H  4.512  -1.880  -3.320
H  5.950  -2.152  -2.336
H  4.643  -0.010  -1.869
H  4.960  0.007  0.472
H  6.248  -1.004  -0.159
H  6.316  -3.178  0.325
H  4.668  -3.804  -0.009
H  5.281  -3.764  1.641
H  2.655  -0.238  -0.636
H  2.780  -1.834  -0.566
C  1.393  -0.478  -7.571
C  2.676  -1.295  -7.700
C  3.524  -1.314  -6.412
O  4.259  -0.120  -6.175
C  3.511  0.922  -5.571
N  3.444  -0.795  -8.846
H  1.574  0.597  -7.608
H  0.712  -0.714  -8.393
H  0.874  -0.707  -6.636
H  2.381  -2.328  -7.911
H  4.275  -2.103  -6.518
H  2.918  -1.577  -5.535
H  2.766  0.540  -4.867
H  3.033  1.536  -6.336
H  4.208  1.562  -5.024
H  4.251  -1.400  -8.988
H  3.858  0.095  -8.569
C  -8.864  2.392  0.957
C  -8.236  1.129  1.539
C  -7.374  1.392  2.790
O  -6.094  1.953  2.516
C  -6.097  3.358  2.320
N  -7.470  0.452  0.486
H  -8.148  3.001  0.404
H  -9.663  2.129  0.260
H  -9.305  3.010  1.745
H  -9.056  0.471  1.842
H  -7.174  0.427  3.268
H  -7.912  1.999  3.529
H  -6.837  3.860  2.948
H  -6.269  3.592  1.268
H  -5.106  3.737  2.582
H  -7.131  -0.437  0.849
H  -6.617  0.990  0.337

## Properties
Orbital gap = 6.87 eV
HOMO level = -10.317 eV
Total charge = +1

Results of the Mulliken charge analysis, in e, for atoms 1 through 5:
1 C -0.16
2 C -0.39
3 C -0.27
4 C -0.26
5 C -0.81

No. 2
A molecular structure, C18H47N10O9V at a distorted geometry, computed with ωB97M-V/def2-TZVPD.

Positions of all 85 atoms, in Å:
V  -10.261  -9.626  -15.617
O  -12.548  -7.237  -13.716
C  -11.771  -7.970  -14.455
O  -11.793  -7.957  -15.681
O  -10.960  -8.726  -13.911
H  -13.179  -6.553  -14.309
C  -9.870  -12.855  -14.773
O  -10.094  -11.629  -14.577
N  -8.839  -13.187  -15.524
N  -10.705  -13.754  -14.349
H  -8.228  -12.373  -15.701
H  -8.372  -14.066  -15.330
H  -11.360  -13.498  -13.643
H  -10.495  -14.719  -14.473
C  -9.984  -10.354  -18.532
O  -9.540  -10.468  -17.419
N  -9.642  -11.325  -19.471
N  -10.637  -9.221  -18.970
H  -10.204  -11.345  -20.337
H  -9.296  -12.233  -19.242
H  -11.020  -8.486  -18.395
H  -10.810  -9.339  -19.950
C  -12.149  -13.378  -11.138
O  -12.557  -13.725  -12.257
N  -12.715  -13.803  -9.941
N  -11.113  -12.579  -11.024
H  -13.641  -14.246  -9.887
H  -12.373  -13.500  -9.021
H  -10.963  -11.873  -10.305
H  -10.750  -12.435  -11.926
C  -8.151  -7.863  -14.330
O  -8.352  -8.574  -15.338
N  -7.762  -6.632  -14.456
N  -8.304  -8.375  -13.119
H  -7.540  -6.409  -15.412
H  -7.143  -6.285  -13.739
H  -8.637  -7.714  -12.408
H  -9.165  -8.954  -13.247
C  -15.567  -7.533  -15.163
C  -15.483  -6.071  -14.722
C  -15.632  -5.908  -13.168
C  -15.318  -4.459  -12.723
C  -13.870  -4.233  -13.011
C  -13.550  -4.239  -14.609
N  -14.172  -5.597  -15.055
O  -13.759  -5.898  -16.449
C  -14.174  -3.021  -15.311
C  -12.008  -4.195  -14.770
C  -16.514  -5.381  -15.564
H  -14.753  -8.160  -14.774
H  -15.514  -7.567  -16.257
H  -16.627  -7.929  -14.953
H  -16.698  -6.207  -13.009
H  -15.048  -6.671  -12.706
H  -15.712  -4.409  -11.697
H  -15.886  -3.690  -13.284
H  -13.264  -4.881  -12.389
H  -13.578  -3.224  -12.779
H  -13.637  -2.799  -16.247
H  -15.301  -3.086  -15.289
H  -13.938  -2.158  -14.726
H  -11.764  -4.299  -15.835
H  -11.626  -3.176  -14.479
H  -11.561  -5.013  -14.125
H  -17.505  -5.880  -15.530
H  -16.122  -5.323  -16.579
H  -16.590  -4.408  -15.111
H  -13.464  -6.796  -16.304
C  -11.110  -10.721  -8.164
C  -11.301  -9.236  -7.883
C  -11.992  -8.622  -9.104
O  -12.373  -7.286  -8.912
C  -12.834  -6.642  -10.044
N  -12.119  -9.057  -6.692
H  -10.155  -10.928  -8.643
H  -11.905  -11.046  -8.817
H  -11.142  -11.166  -7.165
H  -10.298  -8.891  -7.625
H  -12.828  -9.268  -9.341
H  -11.352  -8.713  -9.966
H  -13.782  -7.074  -10.331
H  -12.122  -6.787  -10.920
H  -12.901  -5.562  -9.809
H  -12.653  -8.161  -6.702
H  -12.788  -9.772  -6.629

## Properties
Orbital gap (alpha / beta) = 8.53 / 8.88 eV
HOMO level (alpha / beta) = -10.615 / -10.989 eV
Spin multiplicity = 4
Total charge = +1

Results of the Mulliken charge analysis, in e, for atoms 1 through 5:
1 V 0.75
2 O 0.08
3 C 1.24
4 O -1.11
5 O -0.71

No. 3
4 unconnected molecules or ions with the total composition C18H47N3O16P5 at a distorted geometry, computed with ωB97M-V/def2-TZVPD.

Positions of all 89 atoms, in Å:
C  -3.337  11.587  1.259
C  -4.781  11.171  0.833
O  -5.074  9.786  1.117
P  -4.987  8.827  -0.174
O  -5.793  9.345  -1.285
C  -5.762  7.240  0.345
C  -4.883  6.011  0.051
N  -3.590  6.030  0.765
C  -2.534  5.298  0.215
C  -1.504  5.565  1.073
P  0.165  4.844  0.715
N  0.971  5.948  -0.054
N  -1.924  6.391  2.082
O  -1.121  6.852  3.061
C  -3.221  6.661  1.850
O  -3.466  8.587  -0.679
C  -3.068  9.462  -1.767
C  -1.536  9.675  -1.677
H  -2.822  12.115  0.443
H  -3.366  12.266  2.121
H  -2.785  10.666  1.497
H  -4.916  11.451  -0.218
H  -5.480  11.767  1.433
H  -6.694  7.121  -0.224
H  -6.064  7.246  1.408
H  -5.395  5.050  0.210
H  -4.643  6.034  -1.024
H  -2.568  4.695  -0.684
H  -0.040  3.684  -0.079
H  0.767  4.476  1.944
H  1.810  6.203  0.460
H  -1.290  6.377  3.893
H  -3.872  7.297  2.444
H  -3.266  9.005  -2.745
H  -3.531  10.453  -1.724
H  -1.248  9.703  -0.612
H  -0.975  8.871  -2.169
H  -1.230  10.647  -2.089
C  2.623  0.045  -1.544
O  1.572  -0.566  -2.289
P  0.157  -0.916  -1.479
O  -0.153  0.450  -0.942
O  0.927  -1.844  -0.388
C  1.701  -2.966  -0.839
O  -1.279  -1.672  -1.066
C  -2.460  -1.228  -1.749
H  2.845  1.011  -1.997
H  2.370  0.187  -0.496
H  3.505  -0.593  -1.612
H  2.699  -2.900  -0.410
H  1.789  -2.993  -1.925
H  1.235  -3.889  -0.495
H  -2.317  -1.256  -2.828
H  -2.721  -0.217  -1.435
H  -3.273  -1.901  -1.485
C  5.552  -5.182  1.548
O  6.340  -5.547  0.418
P  5.551  -6.260  -0.875
O  4.538  -5.169  -1.083
O  4.976  -7.473  0.052
C  5.903  -8.331  0.727
O  5.142  -7.146  -2.242
C  5.416  -6.531  -3.510
H  5.641  -4.106  1.692
H  4.504  -5.446  1.435
H  5.953  -5.693  2.425
H  5.639  -8.370  1.783
H  6.931  -7.978  0.635
H  5.832  -9.337  0.312
H  6.455  -6.208  -3.566
H  4.753  -5.682  -3.671
H  5.237  -7.272  -4.286
C  -1.162  -8.559  1.995
O  -0.830  -9.439  0.924
P  0.377  -10.560  1.202
O  -0.187  -11.223  2.419
O  1.485  -9.424  1.577
C  1.780  -8.393  0.629
O  1.611  -11.643  0.878
C  1.212  -12.963  0.477
H  -2.209  -8.713  2.250
H  -0.549  -8.719  2.878
H  -1.026  -7.532  1.650
H  1.685  -7.425  1.122
H  1.103  -8.418  -0.227
H  2.804  -8.506  0.278
H  0.515  -12.920  -0.359
H  0.755  -13.491  1.314
H  2.104  -13.502  0.164

## Properties
Orbital gap = 7.46 eV
HOMO level = -10.660 eV
Total charge = +1

Results of the Mulliken charge analysis, in e, for atoms 1 through 5:
1 C -0.78
2 C -0.43
3 O -0.40
4 P 0.69
5 O -0.76